[1]
{
  "formula": "C44H48ClF4IrN5OSi",
  "method": "ωB97M-V/def2-TZVPD",
  "multiplicity": 1,
  "charge": 1,
  "e_homo_ev": -10.297,
  "relative_energy_kcal_mol": 0.00,
  "homo_lumo_gap_ev": 7.52,
  "symbols": ["Ir", "C", "N", "C", "C", "C", "N", "C", "C", "F", "C", "F", "C", "C", "F", "C", "F", "H", "H", "H", "H", "H", "H", "H", "H", "H", "H", "H", "C", "C", "C", "C", "C", "O", "C", "C", "C", "C", "C", "C", "Cl", "C", "C", "C", "N", "C", "N", "C", "N", "H", "H", "H", "H", "H", "H", "H", "H", "H", "H", "H", "H", "H", "H", "H", "H", "H", "H", "H", "H", "H", "H", "C", "C", "C", "C", "C", "C", "Si", "C", "C", "C", "C", "C", "C", "C", "C", "C", "C", "C", "C", "H", "H", "H", "H", "H", "H", "H", "H", "H", "H", "H", "H", "H", "H", "H"],
  "xyz": [[-1.0287, -0.8899, 1.9629], [-0.3231, -3.1183, 3.6137], [-1.2656, -2.8561, 2.4982], [-1.0581, -3.8923, 1.4666], [-2.6841, -2.9832, 2.9956], [-3.1279, -1.7552, 3.7894], [-2.6229, -0.6046, 3.0492], [-3.0310, 0.6961, 3.2016], [-2.2174, 1.6974, 2.6640], [-0.9934, 1.2937, 2.1309], [-2.5145, 3.0389, 2.6789], [-1.6512, 3.9012, 2.1403], [-3.6840, 3.4751, 3.2659], [-4.5087, 2.5151, 3.8239], [-5.6539, 2.8850, 4.3956], [-4.2070, 1.1645, 3.7984], [-5.0847, 0.2985, 4.3338], [-0.4814, -4.1270, 4.0012], [-0.4919, -2.3991, 4.4151], [0.6994, -3.0267, 3.2544], [-1.2800, -4.8763, 1.8876], [-0.0117, -3.8711, 1.1621], [-1.7108, -3.7025, 0.6178], [-2.7795, -3.9027, 3.5781], [-3.3038, -3.0663, 2.1046], [-2.7394, -1.7570, 4.8146], [-4.2156, -1.7870, 3.8587], [-3.9483, 4.5217, 3.2886], [2.4505, 1.2101, -1.8993], [3.5674, 0.3179, -2.4605], [4.2751, 1.1263, -3.5579], [2.9330, -0.8981, -3.1502], [4.6134, -0.1730, -1.4012], [5.5738, -0.9834, -2.1063], [5.4559, 0.9079, -0.6788], [4.9840, 1.6753, 0.5665], [4.0348, 2.8282, 0.3658], [2.8272, 2.8790, 1.0526], [1.9352, 3.9272, 0.8744], [2.2640, 4.9448, -0.0048], [1.1517, 6.2569, -0.2492], [3.4730, 4.9358, -0.6840], [4.3502, 3.8813, -0.4884], [4.1112, -1.2853, -0.4401], [2.9793, -1.0562, 0.4622], [1.6792, -1.2355, 0.2437], [1.0074, -0.9905, 1.3638], [1.9858, -0.6771, 2.2619], [3.1854, -0.7223, 1.7547], [1.5957, 1.1840, -2.5793], [2.7672, 2.2475, -1.8094], [2.0985, 0.9032, -0.9177], [3.5265, 1.4798, -4.2689], [4.9894, 0.5240, -4.1218], [4.7797, 2.0096, -3.1664], [2.3728, -0.5586, -4.0215], [2.2182, -1.4297, -2.5204], [3.6894, -1.6073, -3.4848], [6.1795, -0.4024, -2.5786], [5.7931, 1.6231, -1.4323], [6.3527, 0.3646, -0.3702], [5.8953, 2.0721, 1.0238], [4.5686, 0.9907, 1.3017], [2.5751, 2.0812, 1.7428], [0.9964, 3.9572, 1.4118], [3.7222, 5.7501, -1.3503], [5.2984, 3.8855, -1.0145], [4.9447, -1.5635, 0.2006], [3.8626, -2.1511, -1.0500], [1.2486, -1.5164, -0.7026], [1.7964, -0.4202, 3.2918], [-6.0067, -2.9884, -0.4253], [-5.8014, -1.9530, 0.4791], [-4.5685, -1.3233, 0.5434], [-3.5115, -1.6973, -0.2946], [-3.7529, -2.7195, -1.2183], [-4.9824, -3.3657, -1.2784], [-1.8268, -0.8382, -0.2447], [-2.0517, 0.9903, -0.5961], [-3.3006, 1.4886, -0.9775], [-3.4603, 2.8226, -1.3324], [-2.3695, 3.6784, -1.3225], [-1.1180, 3.2013, -0.9515], [-0.9665, 1.8738, -0.5877], [-0.8865, -1.5624, -1.7196], [-0.3200, -2.8389, -1.8012], [0.2007, -3.3358, -2.9877], [0.1576, -2.5653, -4.1414], [-0.3958, -1.2957, -4.0898], [-0.9003, -0.7982, -2.8947], [-6.9663, -3.4867, -0.4729], [-6.6056, -1.6351, 1.1311], [-4.4319, -0.5152, 1.2488], [-2.9725, -3.0180, -1.9084], [-5.1407, -4.1563, -2.0005], [-4.1604, 0.8298, -1.0033], [-4.4364, 3.1889, -1.6234], [-2.4887, 4.7170, -1.6031], [-0.2661, 3.8685, -0.9445], [0.0192, 1.5235, -0.2959], [-0.2928, -3.4831, -0.9318], [0.6262, -4.3310, -3.0132], [0.5530, -2.9526, -5.0713], [-0.4379, -0.6844, -4.9822], [-1.3274, 0.1966, -2.8891]],
  "lowdin_charge": [1.1461, -0.0622, -0.3962, -0.0664, -0.1517, -0.1836, -0.1691, -0.1816, -0.1210, -0.0586, -0.2138, 0.1105, 0.0870, -0.2041, 0.1184, -0.1391, 0.0968, 0.1071, 0.0937, 0.0801, 0.1116, 0.0895, 0.0695, 0.1370, 0.1083, 0.1215, 0.1201, 0.1445, -0.0167, -0.4791, -0.0330, -0.0386, -0.4044, -0.0279, -0.0914, -0.1225, -0.2399, -0.0421, -0.1035, -0.6667, 0.6860, -0.0896, -0.0421, -0.0140, -0.0582, -0.1112, -0.0799, -0.1956, 0.1316, 0.0933, 0.0782, 0.0536, 0.0975, 0.0922, 0.0780, 0.0866, 0.0548, 0.0982, 0.1032, 0.1049, 0.1279, 0.1291, 0.0805, 0.1004, 0.0983, 0.1104, 0.1212, 0.1453, 0.1369, 0.0990, 0.1256, -0.0714, -0.0680, -0.1265, -0.2805, -0.0873, -0.0684, 0.6671, -0.3001, -0.0789, -0.0640, -0.0619, -0.0709, -0.1204, -0.2919, -0.1443, -0.0738, -0.0809, -0.0733, -0.0745, 0.1085, 0.1100, 0.0921, 0.0942, 0.1081, 0.0976, 0.1085, 0.1110, 0.0702, 0.0817, 0.0751, 0.1113, 0.1138, 0.1143, 0.1026]
}



[2]
{
  "formula": "C44H49BaI2N7O5PSSeSi",
  "method": "ωB97M-V/def2-TZVPD",
  "multiplicity": 1,
  "charge": -1,
  "e_homo_ev": -3.970,
  "relative_energy_kcal_mol": 74.45,
  "homo_lumo_gap_ev": 5.35,
  "symbols": ["Ba", "O", "S", "O", "O", "C", "C", "C", "C", "C", "C", "P", "C", "C", "C", "C", "C", "C", "C", "C", "C", "C", "C", "C", "H", "H", "H", "H", "H", "H", "H", "H", "H", "H", "H", "H", "H", "H", "C", "Si", "C", "N", "C", "C", "C", "C", "C", "C", "C", "C", "C", "C", "C", "C", "C", "C", "C", "C", "C", "H", "H", "H", "H", "H", "H", "H", "H", "H", "H", "H", "H", "H", "H", "H", "H", "H", "H", "H", "H", "H", "H", "H", "H", "I", "C", "I", "H", "H", "N", "N", "C", "N", "N", "N", "O", "O", "H", "H", "H", "H", "H", "Se", "C", "C", "C", "N", "C", "C", "H", "H", "H", "H"],
  "xyz": [[-1.1039, 0.3612, -2.0069], [-2.6080, -1.2155, -1.4652], [-3.7568, -0.3508, -1.0555], [-4.5420, 0.1637, -2.1510], [-3.2852, 0.6998, -0.1339], [-4.7074, -1.4330, -0.0447], [-5.9805, -1.8222, -0.4291], [-6.7109, -2.6429, 0.4223], [-6.1708, -3.0359, 1.6384], [-4.8849, -2.6458, 2.0026], [-4.1159, -1.8538, 1.1661], [-2.3404, -1.3740, 1.5669], [-2.5561, -0.6301, 3.2333], [-3.5758, 0.3113, 3.4252], [-3.6642, 1.0369, 4.6074], [-2.7265, 0.8462, 5.6166], [-1.6990, -0.0673, 5.4282], [-1.6082, -0.7924, 4.2437], [-1.6548, -3.0424, 1.9362], [-0.8851, -3.6122, 0.9182], [-0.2515, -4.8393, 1.0978], [-0.3775, -5.5108, 2.3056], [-1.1519, -4.9630, 3.3255], [-1.7830, -3.7409, 3.1407], [-6.3813, -1.4775, -1.3737], [-7.7067, -2.9630, 0.1418], [-6.7503, -3.6579, 2.3097], [-4.4805, -2.9619, 2.9583], [-4.3019, 0.4797, 2.6360], [-4.4608, 1.7598, 4.7362], [-2.7936, 1.4100, 6.5390], [-0.9560, -0.2161, 6.2016], [-0.7864, -1.4871, 4.1080], [-0.7715, -3.0901, -0.0267], [0.3599, -5.2481, 0.3012], [0.1308, -6.4558, 2.4545], [-1.2533, -5.4829, 4.2708], [-2.3711, -3.3243, 3.9507], [0.7318, 2.6796, -2.2194], [2.0799, 2.6929, -1.1144], [1.4886, 1.9234, 0.5180], [1.0532, 0.5087, 0.4878], [2.1745, -0.4126, 0.2031], [1.8812, -1.8031, 0.7414], [1.7917, -1.8012, 2.2819], [1.2937, -0.4358, 2.7874], [0.3554, 0.1389, 1.7383], [2.6780, 4.4042, -0.4986], [1.9251, 5.1131, 0.4539], [2.2894, 6.3844, 0.8880], [3.4276, 6.9955, 0.3730], [4.1868, 6.3238, -0.5780], [3.8115, 5.0520, -1.0061], [3.6252, 1.8938, -1.8128], [4.8465, 1.9354, -1.1153], [6.0015, 1.3749, -1.6390], [5.9636, 0.7534, -2.8887], [4.7716, 0.6946, -3.5923], [3.6136, 1.2612, -3.0560], [1.0347, 2.8926, -3.2589], [0.0054, 3.4628, -1.9271], [0.5960, 2.5054, 0.7718], [2.2345, 2.1107, 1.3178], [3.1071, -0.0339, 0.6517], [2.3320, -0.4566, -0.8765], [2.6613, -2.4842, 0.4087], [0.9462, -2.1634, 0.2983], [2.7732, -2.0236, 2.7085], [1.1072, -2.5893, 2.6120], [2.1350, 0.2486, 2.9347], [0.7847, -0.5262, 3.7520], [-0.1774, 1.0172, 2.1093], [-0.3999, -0.6228, 1.5131], [1.0277, 4.6601, 0.8707], [1.6871, 6.8992, 1.6294], [3.7178, 7.9851, 0.7071], [5.0760, 6.7908, -0.9882], [4.4205, 4.5493, -1.7512], [4.8901, 2.4186, -0.1423], [6.9295, 1.4177, -1.0800], [6.8625, 0.3110, -3.3034], [4.7244, 0.1867, -4.5484], [2.6821, 1.1851, -3.6050], [-2.1534, -1.8491, -6.3116], [-0.1955, -1.0541, -6.1342], [-0.0805, 1.0540, -6.3134], [0.4077, -1.4821, -6.9211], [0.1900, -1.3560, -5.1651], [-1.6882, 3.0076, 0.5730], [-2.6129, 3.7728, -0.2024], [-3.0362, 3.5392, -1.4396], [-3.8513, 4.4419, -2.0046], [-2.5343, 2.4637, -2.0724], [-3.0395, 2.0717, -3.2901], [-3.9685, 2.5907, -3.8574], [-2.3689, 1.1203, -3.8075], [-1.6430, 2.0751, 0.1707], [-2.1500, 2.8478, 1.4664], [-2.7933, 4.6820, 0.1860], [-4.2066, 5.2089, -1.4643], [-4.2890, 4.1725, -2.8720], [2.0113, -1.9485, -3.4169], [2.6253, -3.4389, -2.4121], [1.8840, -4.6193, -2.2211], [2.4329, -5.6862, -1.5276], [3.6587, -5.6974, -0.9853], [4.3634, -4.5712, -1.1642], [3.9108, -3.4575, -1.8531], [0.8810, -4.6892, -2.6248], [1.8540, -6.5989, -1.4009], [5.3583, -4.5623, -0.7267], [4.5486, -2.5869, -1.9596]],
  "lowdin_charge": [1.8385, -0.6960, 0.3948, -0.2851, -0.4514, -0.2660, -0.0473, -0.0761, -0.0734, -0.0764, -0.2884, 1.1334, -0.3375, -0.0906, -0.0929, -0.0981, -0.0765, -0.1167, -0.3417, -0.1020, -0.0574, -0.0782, -0.0846, -0.1118, 0.1135, 0.1022, 0.1014, 0.1016, 0.1034, 0.0972, 0.0968, 0.1044, 0.0876, 0.1001, 0.0898, 0.1022, 0.0983, 0.0947, -0.3933, 0.4692, -0.2603, -0.2121, -0.1968, -0.1591, -0.1612, -0.1696, -0.2395, -0.2145, -0.1046, -0.1136, -0.1228, -0.1047, -0.0986, -0.2496, -0.1211, -0.1043, -0.1071, -0.1043, -0.1227, -0.0498, -0.0508, 0.0357, 0.0923, 0.1258, 0.0639, 0.1029, 0.0817, 0.1075, 0.0898, 0.1088, 0.0771, 0.1141, 0.0011, 0.0827, 0.0882, 0.0878, 0.0921, 0.0952, 0.1013, 0.0902, 0.0910, 0.0944, 0.0666, 0.6772, -1.2136, 0.7339, -0.0446, -0.1768, 0.0967, 0.0367, -0.3866, 0.1983, -0.0348, -0.4193, 0.0850, -0.3559, 0.0190, 0.0974, 0.1511, 0.1137, 0.0895, 0.5554, -0.7251, -0.1460, -0.2067, 0.0235, -0.1855, -0.1535, 0.0884, 0.0905, 0.0916, 0.0901]
}